1.
This record from the Open Molecules 2025 dataset describes a molecular structure, C24H29BN9Pt in a non-equilibrium geometry. The level of theory is ωB97M-V/def2-TZVPD.

ORCA input file:
```
! wB97M-V def2-TZVPD RIJCOSX def2/J DEFGRID3
* xyz 2 2
Pt 0.309 -0.169 -1.207
C -2.878 -1.614 0.048
C -2.293 -0.524 0.860
C -2.784 0.065 2.032
C -1.865 1.035 2.368
N -0.880 1.028 1.452
N -1.151 0.081 0.542
B 0.403 1.899 1.383
N 0.383 2.653 0.035
C 0.381 3.960 -0.284
C 0.379 4.094 -1.655
C 0.381 2.788 -2.148
C 0.402 2.318 -3.554
N 0.379 1.941 -1.117
N 1.630 0.944 1.391
C 2.616 0.847 2.304
C 3.528 -0.088 1.871
C 3.032 -0.549 0.641
C 3.625 -1.541 -0.282
N 1.896 0.094 0.388
N 0.446 2.727 2.665
C 0.403 4.048 3.003
C 0.369 4.142 4.366
C 0.412 2.796 4.832
C 0.406 2.306 6.213
N 0.459 1.993 3.776
H -3.634 -2.144 0.619
H -2.097 -2.309 -0.254
H -3.343 -1.206 -0.850
H -3.690 -0.183 2.543
H -1.869 1.706 3.199
H 0.385 4.742 0.442
H 0.381 5.000 -2.223
H 0.842 3.078 -4.194
H -0.611 2.131 -3.915
H 0.991 1.400 -3.636
H 2.621 1.425 3.204
H 4.435 -0.390 2.351
H 4.593 -1.863 0.091
H 3.754 -1.104 -1.273
H 2.973 -2.409 -0.383
H 0.393 4.846 2.295
H 0.346 5.026 4.967
H 0.403 3.132 6.918
H 1.265 1.660 6.401
H -0.474 1.683 6.390
C -1.407 -0.961 -3.856
C -1.430 -2.406 -3.494
C -2.249 -3.311 -4.130
C -2.213 -4.674 -3.833
C -1.310 -5.147 -2.890
C -0.457 -4.299 -2.214
C 0.560 -4.791 -1.257
C -0.537 -2.863 -2.444
N 0.145 -2.045 -1.733
H -2.253 -0.700 -4.488
H -0.487 -0.735 -4.403
H -1.426 -0.335 -2.940
H -2.940 -2.957 -4.881
H -2.872 -5.357 -4.344
H -1.267 -6.205 -2.675
H 0.529 -5.874 -1.174
H 0.405 -4.345 -0.272
H 1.555 -4.489 -1.587
*
```

Its total energy is -42676.376 eV. The highest occupied orbital energy (spin up / spin down) is -0.49970 / -0.49964 Eh. The orbital gap (spin up / spin down) is 4.4 / 4.3 eV. Its lowest unoccupied orbital energy (spin up / spin down) is -9.2 / -9.3 eV.


2.
This record from the Open Molecules 2025 dataset describes a molecular structure, C24H29Br25NO3P in a non-equilibrium geometry. The level of theory is ωB97M-V/def2-TZVPD.

ORCA input file:
```
! wB97M-V def2-TZVPD RIJCOSX def2/J DEFGRID3
* xyz 0 1
C 5.920 -1.086 0.922
C 4.859 -2.329 0.571
C 5.128 -2.703 -1.014
O 4.118 -3.588 -1.613
C 2.805 -2.929 -1.747
C 2.621 -1.297 -2.065
C 1.094 -0.703 -2.135
C -0.216 -1.663 -1.905
C -0.066 -3.274 -1.640
P -1.688 -4.277 -1.419
C -1.294 -6.136 -1.115
C -2.372 -3.668 0.298
C 1.460 -3.905 -1.562
C -1.527 -0.676 -2.002
O -2.834 -0.943 -2.182
N -0.940 0.712 -1.904
C -0.774 1.334 -0.539
C -1.117 0.361 0.731
C -2.724 0.345 1.095
Br -0.216 1.232 2.341
C 0.498 0.799 -2.415
O 1.166 1.803 -2.988
H 6.808 -1.427 1.611
H 5.382 -0.176 1.457
H 6.421 -0.644 -0.059
H 3.759 -1.996 0.803
H 5.230 -3.233 1.257
H 5.350 -1.726 -1.660
H 6.154 -3.312 -1.026
H 3.532 -0.572 -2.202
H -0.814 -6.267 -0.044
H -2.328 -6.720 -1.074
H -0.669 -6.635 -1.970
H -3.380 -4.183 0.593
H -1.489 -3.893 1.069
H -2.450 -2.482 0.215
H 1.557 -5.068 -1.338
H 0.365 1.665 -0.429
H -1.392 2.352 -0.494
H -0.661 -0.715 0.679
H -3.140 1.456 1.076
H -2.821 -0.095 2.196
H -3.327 -0.365 0.387
C 6.415 3.073 -0.040
Br 4.808 2.578 0.938
Br 6.612 2.043 -1.678
Br 6.498 4.988 -0.374
H 7.268 2.823 0.600
C 1.722 2.811 5.350
Br 1.082 1.039 5.835
Br 2.882 3.561 6.720
Br 2.570 2.821 3.600
H 0.844 3.461 5.284
C -1.591 6.126 4.950
Br -0.999 6.696 6.713
Br -0.442 6.819 3.541
Br -1.784 4.193 4.841
H -2.585 6.556 4.792
C 7.433 0.329 -5.846
Br 7.747 2.200 -5.419
Br 9.013 -0.515 -6.607
Br 6.752 -0.659 -4.315
H 6.655 0.303 -6.615
C -4.856 4.763 0.395
Br -3.719 5.665 1.690
Br -3.834 4.069 -1.107
Br -5.948 3.384 1.226
H -5.543 5.516 -0.006
C -4.434 -6.053 -4.106
Br -4.121 -4.181 -3.679
Br -2.855 -6.897 -4.867
Br -5.116 -7.041 -2.575
H -5.213 -6.079 -4.876
C -6.331 -1.575 -1.851
Br -6.461 -3.346 -1.055
Br -7.402 -1.429 -3.468
Br -6.757 -0.174 -0.571
H -5.286 -1.433 -2.145
C -5.735 6.090 5.106
Br -5.772 4.178 4.747
Br -7.507 6.883 4.985
Br -4.875 6.491 6.804
H -5.124 6.550 4.322
*
```

Its total energy is -1793325.228 eV. The highest occupied orbital energy is -0.29652 Eh. The orbital gap is 6.6 eV. Its lowest unoccupied orbital energy is -1.5 eV.


3.
This record from the Open Molecules 2025 dataset describes a molecular structure, C24H29CaN3O8 in a non-equilibrium geometry. The level of theory is ωB97M-V/def2-TZVPD.

ORCA input file:
```
! wB97M-V def2-TZVPD RIJCOSX def2/J DEFGRID3
* xyz -2 1
Ca 0.032 0.169 0.648
O -3.947 0.155 0.230
C -3.989 0.531 1.585
C -3.037 1.658 1.958
N -1.646 1.284 2.225
C -1.544 0.305 3.315
C -1.631 -1.183 2.864
O -2.219 -1.967 3.621
O -1.033 -1.452 1.778
C -0.880 2.517 2.446
C -0.389 3.189 1.137
O -0.470 4.419 1.046
O 0.109 2.388 0.276
H -3.019 0.015 -0.065
H -3.845 -0.330 2.247
H -5.004 0.901 1.763
H -3.436 2.159 2.859
H -3.044 2.391 1.147
H -2.292 0.491 4.096
H -0.547 0.403 3.745
H 0.021 2.268 3.006
H -1.464 3.255 3.008
O -1.580 -0.078 -0.967
C -1.814 -0.216 -2.217
C -3.151 -0.286 -2.719
C -3.418 -0.403 -4.060
C -2.390 -0.463 -5.011
C -1.091 -0.406 -4.556
C -0.774 -0.294 -3.195
C 0.632 -0.239 -2.866
N 1.183 -0.178 -1.718
C 2.632 -0.169 -1.711
C 3.136 -1.282 -0.799
N 2.769 -0.948 0.553
C 3.680 -0.996 1.440
C 3.554 -0.600 2.823
C 4.609 -0.898 3.692
C 4.590 -0.544 5.025
C 3.470 0.153 5.502
C 2.425 0.484 4.678
C 2.406 0.133 3.287
O 1.453 0.467 2.526
H -3.957 -0.224 -1.999
H -4.453 -0.443 -4.388
H -2.608 -0.547 -6.068
H -0.269 -0.441 -5.266
H 1.280 -0.264 -3.755
H 2.974 0.787 -1.304
H 3.042 -0.277 -2.725
H 4.223 -1.418 -0.917
H 2.637 -2.214 -1.088
H 4.686 -1.358 1.162
H 5.465 -1.434 3.288
H 5.414 -0.793 5.682
H 3.428 0.443 6.548
H 1.568 1.030 5.059
C -1.974 3.298 -2.369
C -0.609 3.963 -2.430
O 0.444 3.017 -2.432
H -2.766 4.045 -2.259
H -2.018 2.626 -1.509
H -2.166 2.705 -3.266
H -0.497 4.652 -1.586
H -0.507 4.538 -3.357
H 0.471 2.677 -1.533
*
```

Its total energy is -64655.100 eV. As for the relative energy (zero: lowest compared OMol25 entry of this formula, charge and spin): 0.0 kJ/mol. The highest occupied orbital energy is -0.08865 Eh. The orbital gap is 7.2 eV. Its lowest unoccupied orbital energy is 4.8 eV.


Repeat the second record exactly.
This record from the Open Molecules 2025 dataset describes a molecular structure, C24H29Br25NO3P in a non-equilibrium geometry. The level of theory is ωB97M-V/def2-TZVPD.

ORCA input file:
```
! wB97M-V def2-TZVPD RIJCOSX def2/J DEFGRID3
* xyz 0 1
C 5.920 -1.086 0.922
C 4.859 -2.329 0.571
C 5.128 -2.703 -1.014
O 4.118 -3.588 -1.613
C 2.805 -2.929 -1.747
C 2.621 -1.297 -2.065
C 1.094 -0.703 -2.135
C -0.216 -1.663 -1.905
C -0.066 -3.274 -1.640
P -1.688 -4.277 -1.419
C -1.294 -6.136 -1.115
C -2.372 -3.668 0.298
C 1.460 -3.905 -1.562
C -1.527 -0.676 -2.002
O -2.834 -0.943 -2.182
N -0.940 0.712 -1.904
C -0.774 1.334 -0.539
C -1.117 0.361 0.731
C -2.724 0.345 1.095
Br -0.216 1.232 2.341
C 0.498 0.799 -2.415
O 1.166 1.803 -2.988
H 6.808 -1.427 1.611
H 5.382 -0.176 1.457
H 6.421 -0.644 -0.059
H 3.759 -1.996 0.803
H 5.230 -3.233 1.257
H 5.350 -1.726 -1.660
H 6.154 -3.312 -1.026
H 3.532 -0.572 -2.202
H -0.814 -6.267 -0.044
H -2.328 -6.720 -1.074
H -0.669 -6.635 -1.970
H -3.380 -4.183 0.593
H -1.489 -3.893 1.069
H -2.450 -2.482 0.215
H 1.557 -5.068 -1.338
H 0.365 1.665 -0.429
H -1.392 2.352 -0.494
H -0.661 -0.715 0.679
H -3.140 1.456 1.076
H -2.821 -0.095 2.196
H -3.327 -0.365 0.387
C 6.415 3.073 -0.040
Br 4.808 2.578 0.938
Br 6.612 2.043 -1.678
Br 6.498 4.988 -0.374
H 7.268 2.823 0.600
C 1.722 2.811 5.350
Br 1.082 1.039 5.835
Br 2.882 3.561 6.720
Br 2.570 2.821 3.600
H 0.844 3.461 5.284
C -1.591 6.126 4.950
Br -0.999 6.696 6.713
Br -0.442 6.819 3.541
Br -1.784 4.193 4.841
H -2.585 6.556 4.792
C 7.433 0.329 -5.846
Br 7.747 2.200 -5.419
Br 9.013 -0.515 -6.607
Br 6.752 -0.659 -4.315
H 6.655 0.303 -6.615
C -4.856 4.763 0.395
Br -3.719 5.665 1.690
Br -3.834 4.069 -1.107
Br -5.948 3.384 1.226
H -5.543 5.516 -0.006
C -4.434 -6.053 -4.106
Br -4.121 -4.181 -3.679
Br -2.855 -6.897 -4.867
Br -5.116 -7.041 -2.575
H -5.213 -6.079 -4.876
C -6.331 -1.575 -1.851
Br -6.461 -3.346 -1.055
Br -7.402 -1.429 -3.468
Br -6.757 -0.174 -0.571
H -5.286 -1.433 -2.145
C -5.735 6.090 5.106
Br -5.772 4.178 4.747
Br -7.507 6.883 4.985
Br -4.875 6.491 6.804
H -5.124 6.550 4.322
*
```

Its total energy is -1793325.228 eV. The highest occupied orbital energy is -0.29652 Eh. The orbital gap is 6.6 eV. Its lowest unoccupied orbital energy is -1.5 eV.